No. 1
C17H23Br4FN4O2 | ωB97M-V with the def2-TZVPD basis set

## Properties
* E_tot: -11426.94124 hartree
* gap between HOMO and LUMO: 0.3063 hartree
* energy relative to the best compared isomer or geometry (same formula, charge and spin): 0.0 kcal/mol
* highest occupied orbital energy: -9.04 eV
* structure (SMILES): [H]/N=C(/N)NCCCCc1ccc(F)c2c1C(=O)NC2=O.BrCCBr.BrCCBr
* total charge: 0
* multiplicity: 1

Geometry (Å):
N 3.544 -1.158 -0.177
C 2.515 -0.922 -0.917
N 2.441 -1.696 -2.144
N 1.489 0.003 -0.537
C 1.412 1.176 -1.456
C 0.461 2.325 -0.908
C -0.955 2.277 -1.655
C -2.028 1.545 -0.763
C -2.993 0.591 -1.518
C -2.938 0.272 -2.943
C -3.875 -0.672 -3.580
C -4.895 -1.336 -2.791
F -5.772 -2.221 -3.339
C -5.001 -1.019 -1.384
C -4.065 -0.062 -0.763
C -4.462 0.057 0.741
O -3.859 0.420 1.700
N -5.848 -0.425 0.723
C -5.966 -1.514 -0.257
O -6.599 -2.512 -0.172
H 3.499 -0.597 0.679
H 3.018 -2.530 -2.023
H 2.857 -1.181 -2.922
H 1.741 0.385 0.381
H 1.075 0.784 -2.452
H 2.458 1.569 -1.597
H 0.349 2.284 0.201
H 0.953 3.281 -1.245
H -1.247 3.348 -1.839
H -0.758 1.802 -2.644
H -1.459 0.949 0.006
H -2.621 2.316 -0.196
H -2.185 0.742 -3.606
H -3.799 -0.877 -4.676
H -6.475 0.279 0.308
Br 1.853 1.666 2.576
C -0.012 1.845 3.120
C -0.204 3.026 4.036
Br 0.425 2.637 5.837
H -0.302 0.899 3.572
H -0.568 1.984 2.193
H -1.264 3.253 4.148
H 0.321 3.917 3.701
Br 5.437 -4.476 0.045
C 6.640 -3.453 1.185
C 6.086 -3.310 2.580
Br 4.672 -1.973 2.647
H 6.810 -2.499 0.692
H 7.569 -4.022 1.199
H 6.853 -2.946 3.262
H 5.667 -4.235 2.971



No. 2
C17H23Cl2CuN2O4S3 | ωB97M-V with the def2-TZVPD basis set

## Properties
* E_tot: -4827.20385 hartree
* gap between HOMO and LUMO (spin up / spin down): 0.3106 / 0.2060 hartree
* energy relative to the best compared isomer or geometry (same formula, charge and spin): 8.2 kcal/mol
* highest occupied orbital energy (spin up / spin down): -11.15 / -11.20 eV
* total charge: +1
* multiplicity: 2

Geometry (Å):
Cu 0.008 -0.342 0.551
C 0.485 2.921 -0.060
C 1.713 2.179 0.472
O 1.807 0.827 0.039
C 2.174 0.574 -1.317
C 0.979 0.539 -2.245
O 0.008 -0.354 -1.709
C -1.286 -0.173 -2.278
C -2.316 -0.726 -1.319
O -2.241 -0.099 -0.041
C -2.785 1.218 0.039
C -1.754 2.177 0.599
O -0.609 2.038 -0.225
H 0.695 3.356 -1.040
H 0.243 3.746 0.616
H 1.679 2.112 1.557
H 2.620 2.726 0.197
H 2.664 -0.400 -1.303
H 2.892 1.320 -1.668
H 1.302 0.196 -3.233
H 0.531 1.529 -2.355
H -1.350 -0.690 -3.240
H -1.462 0.894 -2.444
H -2.141 -1.787 -1.136
H -3.316 -0.614 -1.747
H -3.665 1.199 0.686
H -3.093 1.560 -0.952
H -1.523 1.932 1.642
H -2.150 3.196 0.563
Cl 3.237 -4.333 0.169
C 1.541 -4.324 0.638
Cl 0.587 -3.221 -0.381
H 1.459 -3.978 1.662
H 1.131 -5.319 0.516
S 0.431 2.663 6.556
C 0.519 1.364 5.589
S 0.191 1.368 3.868
C 0.372 -0.363 3.807
N 0.682 -0.878 5.001
N 0.784 0.042 5.936
C 1.110 -0.411 7.259
C 2.068 0.243 8.018
C 2.367 -0.251 9.278
C 1.718 -1.377 9.764
C 0.771 -2.027 8.985
C 0.463 -1.549 7.723
S 0.163 -1.373 2.500
H 2.593 1.104 7.635
H 3.117 0.247 9.876
H 1.956 -1.753 10.749
H 0.267 -2.907 9.360
H -0.273 -2.043 7.105



No. 3
C17H23ClMnN2 | ωB97M-V with the def2-TZVPD basis set

## Properties
* E_tot: -2381.53656 hartree
* gap between HOMO and LUMO (spin up / spin down): 0.2029 / 0.2300 hartree
* energy relative to the best compared isomer or geometry (same formula, charge and spin): 40.4 kcal/mol
* highest occupied orbital energy (spin up / spin down): -13.54 / -14.26 eV
* total charge: +2
* multiplicity: 4

Geometry (Å):
C -1.382 2.560 -3.794
C -1.005 1.342 -4.519
C -2.716 2.669 -3.206
C -0.346 3.524 -3.412
Cl -0.136 0.726 -1.160
H -3.201 3.227 -4.007
H -2.789 3.267 -2.293
H -3.267 1.734 -3.071
H -1.190 1.680 -5.536
H -1.636 0.470 -4.352
H 0.043 1.041 -4.471
H -0.434 4.211 -4.249
H 0.687 3.165 -3.396
H -0.541 4.094 -2.502
C -0.763 -2.384 1.438
C -1.828 -1.480 1.505
C -2.086 -0.992 0.146
H -2.487 -1.289 2.342
C -1.085 -1.626 -0.719
C -0.213 -2.407 0.098
H 0.626 -3.015 -0.287
H -0.451 -3.044 2.230
H -2.937 -0.378 -0.160
H -1.011 -1.553 -1.793
C 1.437 0.914 1.829
C 0.603 0.371 2.845
C -0.723 0.723 2.567
H 0.943 -0.256 3.674
C -0.735 1.663 1.485
C 0.655 1.808 1.071
H 1.046 2.446 0.288
H 2.537 0.831 1.771
H -1.579 0.571 3.236
H -1.610 2.225 1.111
Mn -0.236 -0.198 0.719
N 2.215 -3.431 2.048
C 3.252 -3.952 2.739
C 3.873 -2.880 3.321
C 3.189 -1.756 2.958
N 2.149 -2.102 2.173
H 1.551 -3.907 1.444
H 3.446 -5.006 2.748
H 4.759 -2.897 3.955
H 3.378 -0.712 3.187



No. 4
C17H23CoF9NOP | ωB97M-V with the def2-TZVPD basis set

## Properties
* E_tot: -3414.34658 hartree
* gap between HOMO and LUMO (spin up / spin down): 0.2292 / 0.2467 hartree
* energy relative to the best compared isomer or geometry (same formula, charge and spin): 25.4 kcal/mol
* highest occupied orbital energy (spin up / spin down): -7.02 / -7.69 eV
* total charge: 0
* multiplicity: 4

Geometry (Å):
C -3.177 -0.264 -3.331
C -2.847 0.830 -2.526
C -1.629 0.839 -1.810
C -0.748 -0.202 -2.049
C -1.120 -1.379 -2.693
C -2.334 -1.387 -3.394
C -1.359 1.838 -0.736
C -2.514 1.859 0.310
N -2.708 0.580 0.948
Co 1.251 -0.025 -2.045
C -0.172 -2.532 -2.540
P 1.043 -1.945 -1.225
H -3.532 1.686 -2.418
H -2.614 -2.260 -3.988
H -4.131 -0.254 -3.870
H 0.421 -2.746 -3.439
H -0.661 -3.457 -2.212
H -0.403 1.628 -0.219
H -1.263 2.848 -1.164
H -2.273 2.605 1.085
C 2.489 -2.995 -1.186
C 0.148 -2.277 0.303
H -3.447 2.146 -0.219
C -3.824 -0.241 0.580
C -2.254 0.398 2.310
H 1.474 0.083 -0.506
H -4.720 -0.035 1.198
H -4.062 -0.100 -0.480
H -3.553 -1.302 0.736
H -2.892 0.936 3.036
H -2.283 -0.675 2.557
H -1.221 0.748 2.445
H -0.129 -3.337 0.323
H 0.807 -2.019 1.147
H -0.756 -1.654 0.358
H 2.724 -3.335 -2.204
H 3.324 -2.394 -0.786
H 2.307 -3.858 -0.529
H 1.660 0.513 0.442
F 1.577 1.622 3.819
C 2.850 1.388 3.407
F 3.641 2.393 3.869
F 3.246 0.226 3.978
C 2.856 1.291 1.855
O 1.656 0.651 1.482
C 2.905 2.744 1.272
F 4.152 3.279 1.287
F 2.465 2.725 -0.015
F 2.078 3.580 1.953
C 4.103 0.506 1.355
F 5.274 0.977 1.859
F 4.003 -0.810 1.675
F 4.173 0.566 -0.006



No. 5
C17H23F5IrNO2P2 | ωB97M-V with the def2-TZVPD basis set

## Properties
* E_tot: -2152.44675 hartree
* gap between HOMO and LUMO (spin up / spin down): 0.2047 / 0.1759 hartree
* highest occupied orbital energy (spin up / spin down): -11.92 / -15.76 eV
* total charge: +2
* multiplicity: 5

Geometry (Å):
Ir 0.246 0.274 0.091
P -0.457 -0.998 1.832
C -2.236 -0.810 1.687
C -2.680 0.207 0.831
N -1.765 0.881 0.040
C -2.134 1.964 -0.667
C -3.417 2.493 -0.539
C -4.378 1.783 0.165
C -4.034 0.596 0.769
C -1.045 2.669 -1.477
P 0.310 1.485 -1.858
H -4.735 -0.062 1.279
H -3.597 3.467 -0.983
H -5.388 2.167 0.253
H -1.409 3.073 -2.437
H -0.641 3.507 -0.883
H -2.465 -2.877 0.071
H -2.965 -1.565 2.008
H -0.820 -2.696 -1.956
O -2.400 -3.417 -0.701
H -3.128 -3.100 -1.277
H 0.261 -0.963 -0.864
O 0.041 -2.461 -2.359
H 0.718 -2.872 -1.775
C -0.297 0.708 -3.410
H -0.556 1.495 -4.132
H 0.518 0.081 -3.789
H -1.175 0.074 -3.223
C 1.810 2.396 -2.231
H 2.571 1.699 -2.595
H 1.609 3.155 -2.994
H 2.175 2.873 -1.316
C -0.297 -0.012 3.337
H -1.113 -0.336 4.002
H 0.684 -0.177 3.787
H -0.454 1.040 3.068
C 0.125 -2.687 2.113
H 1.207 -2.667 2.315
H -0.407 -3.081 2.989
H -0.060 -3.343 1.250
F 2.200 1.894 1.694
C 2.865 0.805 1.201
C 2.206 -0.176 0.467
C 2.903 -1.328 0.103
F 2.315 -2.359 -0.575
C 4.241 -1.470 0.409
F 4.908 -2.579 0.048
C 4.906 -0.455 1.096
F 6.215 -0.584 1.372
C 4.204 0.675 1.508
F 4.818 1.614 2.256



No. 6
C17H23IN2PdSi | ωB97M-V with the def2-TZVPD basis set

## Properties
* E_tot: -1486.00187 hartree
* gap between HOMO and LUMO (spin up / spin down): 0.1671 / 0.2368 hartree
* highest occupied orbital energy (spin up / spin down): -5.13 / -7.25 eV
* total charge: 0
* multiplicity: 3

Geometry (Å):
C 0.337 1.303 0.414
C 0.081 -1.392 0.939
H 1.285 1.844 0.618
H -0.371 1.630 2.470
H -0.586 1.929 0.397
H 0.333 -1.973 0.098
H 1.067 -1.634 1.266
H -0.854 -1.908 1.199
C 0.076 2.673 -2.371
C 0.178 3.479 -3.523
C 0.093 2.867 -4.781
C -0.069 1.493 -4.881
H 0.183 3.076 -1.357
H 0.316 4.542 -3.393
H 0.153 3.461 -5.695
H -0.140 0.938 -5.818
N -0.126 1.358 -2.503
C -0.185 0.736 -3.703
C -0.336 -0.739 -3.699
N -0.356 -1.367 -2.500
C -0.405 -2.696 -2.346
C -0.567 -2.890 -4.746
C -0.531 -3.502 -3.486
H -0.339 -3.102 -1.332
H -0.609 -4.565 -3.344
C -0.449 -1.514 -4.864
H -0.477 -0.963 -5.802
H -0.685 -3.491 -5.648
Pd 0.190 -0.105 -0.896
I 2.792 -0.143 -1.202
C 1.539 -0.893 5.076
Si -0.009 0.015 4.477
C -1.545 -0.897 5.085
C 0.001 1.789 5.108
C -0.090 0.562 2.569
C 0.103 0.092 1.338
H 1.574 -0.911 6.178
H 2.442 -0.382 4.705
H 1.553 -1.931 4.707
H -1.575 -0.912 6.187
H -2.444 -0.383 4.706
H -1.554 -1.932 4.708
H 0.893 2.309 4.719
H -0.891 2.312 4.724
H 0.002 1.819 6.202